No. 1
Formula: C3H6N2
Source: OMol25
Level of theory: the ωB97M-V functional and the def2-TZVPD basis

CARTESIAN COORDINATES (ANGSTROEM)
N1 0.325 -0.691 -0.802
N2 0.063 -0.129 -2.121
C1 -0.351 -0.092 0.371
C2 0.218 0.848 1.299
C3 0.001 -0.355 1.845
H1 0.334 0.841 -1.991
H2 0.073 -1.169 2.535
H3 1.249 -0.881 -0.543
H4 0.475 1.889 1.505
H5 -0.958 -0.111 -2.269
H6 -1.429 -0.151 0.171

HOMO energy	-8.435	eV
energy above the lowest of the compared OMol25 structures with the same formula, charge and spin	100.9	kcal/mol

No. 2
Formula: C3H8N4O
Source: OMol25
Level of theory: the ωB97M-V functional and the def2-TZVPD basis

CARTESIAN COORDINATES (ANGSTROEM)
O1 -0.272 -3.040 -0.173
N1 -1.300 -1.214 -1.102
N2 -0.589 -1.887 -0.368
N3 -1.093 0.091 -1.191
N4 1.933 -1.007 0.297
C1 -0.589 1.833 0.668
C2 0.583 -0.490 0.484
C3 -0.021 0.668 -0.250
H1 -0.884 2.725 0.004
H2 -1.436 1.513 1.223
H3 2.507 -0.498 -0.379
H4 0.234 2.057 1.217
H5 1.945 -2.009 0.212
H6 -1.965 0.786 -1.168
H7 0.706 1.203 -0.938
H8 0.241 -0.729 1.464

HOMO energy	-8.184	eV
energy above the lowest of the compared OMol25 structures with the same formula, charge and spin	143.2	kcal/mol

No. 3
Formula: C8H8N4O4
Source: OMol25
Level of theory: the ωB97M-V functional and the def2-TZVPD basis

CARTESIAN COORDINATES (ANGSTROEM)
O1 -2.309 0.396 0.115
O2 3.480 3.440 -0.103
O3 1.346 0.236 2.581
O4 -2.472 -3.289 -2.570
N1 -0.724 -3.114 -1.110
N2 1.430 2.608 -0.484
N3 2.318 1.981 1.428
N4 -2.470 -1.564 -1.028
C1 -1.931 -2.693 -1.656
C2 -0.115 -2.479 -0.066
C3 -1.816 -0.708 -0.125
C4 -0.603 -1.323 0.459
C5 0.242 1.987 -0.171
C6 2.495 2.687 0.233
C7 0.027 1.418 0.992
C8 1.177 1.148 1.791
H1 -0.383 -4.021 -1.456
H2 -0.760 2.257 -0.717
H3 2.982 2.059 2.183
H4 0.764 -2.915 0.374
H5 -0.913 0.861 1.176
H6 -0.080 -0.806 1.252
H7 1.562 2.948 -1.596
H8 -3.248 -1.114 -1.504

HOMO energy	-9.463	eV
energy above the lowest of the compared OMol25 structures with the same formula, charge and spin	58.4	kcal/mol

No. 4
Formula: C2H4F2NOPS
Source: OMol25
Level of theory: the ωB97M-V functional and the def2-TZVPD basis

CARTESIAN COORDINATES (ANGSTROEM)
S1 5.038 -0.015 0.664
P1 3.452 1.074 0.858
F1 3.477 2.402 -0.018
F2 3.060 1.833 2.215
O1 0.667 2.175 0.649
N1 1.863 0.313 0.251
C1 -0.606 0.228 0.052
C2 0.695 1.006 0.417
H1 -1.172 0.880 -0.417
H2 -0.444 -0.527 -0.739
H3 -0.923 -0.285 0.925
H4 1.750 -0.664 0.498

HOMO energy	-10.292	eV
energy above the lowest of the compared OMol25 structures with the same formula, charge and spin	6.6	kcal/mol

No. 5
Formula: C17H31CaN3P2
Source: OMol25
Level of theory: the ωB97M-V functional and the def2-TZVPD basis

CARTESIAN COORDINATES (ANGSTROEM)
Ca1 -2.629 -0.082 3.032
P1 -4.558 -1.858 0.619
P2 -2.409 -2.766 3.541
N1 2.564 2.194 0.304
N2 1.123 1.436 2.169
N3 -1.093 1.406 3.186
C1 -2.092 -3.989 -2.372
C2 -0.392 -4.019 0.290
C3 -2.385 -2.793 5.380
C4 -4.684 -3.265 1.839
C5 -1.255 -4.989 -0.054
C6 -2.863 1.896 0.632
C7 -0.052 1.521 2.598
C8 -1.604 -1.793 -0.119
C9 -5.819 -2.715 -0.471
C10 1.807 1.894 1.153
C11 -2.349 -4.819 -1.087
C12 -4.228 -3.064 3.299
C13 -2.881 -2.742 -2.228
C14 -2.656 -1.872 -1.199
C15 -0.331 -2.627 -0.308
C16 -2.014 -4.564 3.368
C17 -4.945 -0.273 1.382
H1 -1.230 -5.975 0.413
H2 -4.641 0.589 0.752
H3 -2.733 -3.734 5.832
H4 -2.437 -5.213 4.155
H5 -3.229 -0.937 -1.265
H6 -6.146 -2.116 -1.328
H7 -6.013 -0.159 1.598
H8 -6.705 -3.045 0.101
H9 -5.366 -3.639 -0.881
H10 -4.787 -2.244 3.790
H11 -4.580 -0.239 2.433
H12 -3.209 -4.327 -0.590
H13 -3.597 1.798 -0.193
H14 0.438 -2.116 0.302
H15 -2.362 -4.983 2.418
H16 -0.938 -4.742 3.385
H17 -1.320 -0.741 -0.038
H18 -2.016 -1.935 0.918
H19 -2.808 2.970 0.938
H20 0.411 -4.208 1.006
H21 -2.762 -5.769 -1.460
H22 -2.460 -4.510 -3.272
H23 -3.487 -2.442 -3.096
H24 -1.859 1.590 0.284
H25 -1.347 -2.641 5.694
H26 -4.527 -4.001 3.805
H27 -4.168 -4.123 1.332
H28 -5.777 -3.470 1.836
H29 -2.983 -1.969 5.783
H30 -1.033 -3.785 -2.552
H31 0.016 -2.617 -1.360

HOMO energy	-6.060	eV
energy above the lowest of the compared OMol25 structures with the same formula, charge and spin	36.7	kcal/mol

No. 6
Formula: C7H14N2S
Source: OMol25
Level of theory: the ωB97M-V functional and the def2-TZVPD basis

CARTESIAN COORDINATES (ANGSTROEM)
S1 1.272 2.577 -0.613
N1 0.561 -1.987 2.657
N2 -0.721 -3.029 1.199
C1 0.047 -3.180 2.243
C2 -2.632 -0.281 0.091
C3 -1.408 -1.114 -0.298
C4 -0.728 -1.684 0.917
C5 0.474 3.112 -2.128
C6 2.634 1.575 -1.233
C7 0.059 -1.032 1.828
H1 -0.651 -0.460 -0.740
H2 -3.271 -0.922 0.709
H3 0.245 -4.125 2.733
H4 -3.236 -0.076 -0.795
H5 2.521 1.453 -2.309
H6 0.488 2.314 -2.874
H7 0.363 0.008 1.804
H8 -0.527 3.489 -1.939
H9 -1.606 -1.963 -0.943
H10 1.214 -1.887 3.423
H11 1.022 3.955 -2.568
H12 2.649 0.604 -0.732
H13 3.604 2.020 -1.045
H14 -2.372 0.631 0.615

HOMO energy	-8.380	eV
energy above the lowest of the compared OMol25 structures with the same formula, charge and spin	15.2	kcal/mol

No. 7
Formula: C54H49N8OP2S3V
Source: OMol25
Level of theory: the ωB97M-V functional and the def2-TZVPD basis

CARTESIAN COORDINATES (ANGSTROEM)
V1 0.470 -0.081 -0.565
S1 2.683 0.024 -1.136
S2 0.038 -0.791 1.742
S3 1.546 3.241 -2.321
P1 0.507 -2.654 -0.720
P2 -2.124 0.146 -0.404
O1 1.093 -0.611 2.754
N1 2.420 1.711 0.925
N2 -0.322 0.071 -4.855
N3 4.562 1.313 0.130
N4 5.123 1.840 1.155
N5 2.687 5.293 -3.516
N6 1.497 5.826 -1.646
N7 0.248 -0.192 -2.755
N8 1.174 1.583 0.710
C1 4.849 2.976 4.648
C2 0.357 -4.990 -2.255
C3 -1.345 -5.098 2.037
C4 4.199 1.903 5.239
C5 4.720 1.872 2.530
C6 -1.655 -4.019 -3.903
C7 -4.076 3.847 -2.372
C8 0.252 3.404 3.827
C9 -0.519 -2.484 1.846
C10 2.772 -3.167 0.826
C11 -1.457 0.019 2.298
C12 -2.761 0.815 4.126
C13 0.450 2.393 1.660
C14 -4.876 2.844 -1.839
C15 -2.909 1.602 -1.186
C16 -3.398 -2.322 -0.105
C17 -3.672 0.793 1.896
C18 -0.953 3.988 3.451
C19 -4.127 -3.416 -0.546
C20 3.817 0.811 4.467
C21 -3.177 -1.236 -0.951
C22 -0.172 -5.794 -3.251
C23 4.073 0.787 3.108
C24 1.916 4.877 -2.494
C25 -1.123 -3.209 -2.910
C26 -1.179 -5.310 -4.076
C27 -1.064 -2.937 3.043
C28 4.941 -3.705 -0.067
C29 5.119 2.961 3.287
C30 4.122 -3.422 1.018
C31 -0.115 -3.686 -2.077
C32 -2.695 3.724 -2.329
C33 0.792 -0.730 -4.864
C34 -0.750 2.970 1.285
C35 -3.705 -1.261 -2.243
C36 -0.342 -3.321 0.753
C37 -0.612 0.376 -3.582
C38 2.229 -3.197 -0.458
C39 -4.440 -2.353 -2.677
C40 3.055 -3.485 -1.542
C41 0.956 2.608 2.941
C42 -1.568 0.293 3.651
C43 -1.477 -4.253 3.134
C44 0.693 5.570 -0.466
C45 -2.118 2.608 -1.740
C46 -2.475 0.297 1.388
C47 -4.300 1.726 -1.259
C48 -4.647 -3.435 -1.832
C49 1.133 -0.889 -3.564
C50 -1.453 3.767 2.176
C51 3.257 1.062 0.093
C52 -3.817 1.037 3.253
C53 -0.779 -4.641 0.860
C54 4.404 -3.740 -1.345
H1 -1.437 1.007 -3.311
H2 1.232 -1.107 -5.769
H3 1.148 -5.377 -1.624
H4 2.915 6.260 -3.671
H5 1.841 6.764 -1.774
H6 2.157 -2.945 1.688
H7 5.155 3.825 5.245
H8 -1.680 -6.124 2.105
H9 -4.941 0.936 -0.889
H10 5.992 -3.909 0.085
H11 -4.531 4.716 -2.829
H12 -4.493 1.019 1.231
H13 -4.300 -4.249 0.123
H14 0.647 3.568 4.822
H15 -2.385 4.221 1.865
H16 -1.907 -4.620 4.056
H17 -1.590 -5.940 -4.854
H18 -1.504 -2.207 -2.778
H19 -0.060 4.821 -0.698
H20 1.882 2.139 3.239
H21 -0.723 0.113 4.304
H22 3.768 -0.066 2.514
H23 4.532 -3.407 2.019
H24 -3.558 -0.422 -2.911
H25 -1.170 -2.270 3.888
H26 0.201 6.495 -0.172
H27 5.034 -3.971 -2.194
H28 1.297 5.202 0.366
H29 -3.024 -2.310 0.911
H30 6.086 2.100 0.980
H31 0.203 -6.800 -3.382
H32 1.960 -1.447 -3.165
H33 2.651 -3.529 -2.546
H34 -0.820 0.411 -5.661
H35 -0.684 -5.312 0.019
H36 -5.224 -4.285 -2.171
H37 3.318 -0.032 4.926
H38 3.013 4.605 -4.171
H39 -4.754 1.428 3.628
H40 -4.860 -2.355 -3.675
H41 -2.056 4.487 -2.755
H42 -2.444 -3.639 -4.539
H43 3.998 1.912 6.302
H44 -1.496 4.611 4.149
H45 5.632 3.792 2.818
H46 -5.954 2.928 -1.884
H47 -1.123 2.825 0.286
H48 -2.867 1.045 5.178
H49 -1.033 2.546 -1.722

charge	+2
2S+1	3
HOMO energy (spin up / spin down)	-12.130 / -12.126	eV
energy above the lowest of the compared OMol25 structures with the same formula, charge and spin	0.0	kcal/mol
expectation value of S²	2.437

No. 8
Formula: C4H8N2S
Source: OMol25
Level of theory: the ωB97M-V functional and the def2-TZVPD basis

CARTESIAN COORDINATES (ANGSTROEM)
S1 -1.606 0.000 -2.155
N1 1.406 0.626 1.488
N2 2.024 0.922 2.574
C1 -0.402 -0.023 -0.870
C2 -0.403 0.958 0.013
C3 0.363 1.292 1.237
C4 -1.305 -1.803 -2.279
H1 0.018 1.943 2.163
H2 -1.619 -2.286 -1.260
H3 0.182 -1.051 -0.804
H4 3.064 0.099 2.666
H5 -1.240 1.559 0.097
H6 1.919 1.820 2.780
H7 -0.161 -1.916 -2.719
H8 -2.240 -2.140 -2.929

HOMO energy	-7.430	eV
energy above the lowest of the compared OMol25 structures with the same formula, charge and spin	144.7	kcal/mol

No. 9
Formula: C10H9CoNO4S
Source: OMol25
Level of theory: the ωB97M-V functional and the def2-TZVPD basis

CARTESIAN COORDINATES (ANGSTROEM)
Co1 -0.209 0.069 0.222
S1 -3.420 -0.472 -0.427
O1 0.125 -0.240 2.155
O2 -0.241 2.050 -0.211
O3 1.872 2.746 -0.489
O4 1.698 -0.644 3.720
N1 1.940 -0.055 0.139
C1 0.701 6.739 -0.109
C2 -1.167 4.684 -0.050
C3 -0.651 7.037 0.028
C4 1.113 5.415 -0.217
C5 0.185 4.383 -0.180
C6 0.661 2.943 -0.288
C7 -1.585 6.006 0.051
C8 -1.869 -0.422 -0.255
C9 2.438 -0.278 1.514
C10 1.332 -0.403 2.573
H1 -1.873 3.864 -0.018
H2 2.159 5.160 -0.328
H3 3.026 -1.190 1.566
H4 2.399 -0.673 -0.513
H5 1.433 7.540 -0.130
H6 -0.974 8.068 0.115
H7 -2.640 6.235 0.155
H8 3.083 0.541 1.827
H9 2.129 0.903 -0.164

charge	-1
2S+1	3
HOMO energy (spin up / spin down)	-5.574 / -3.768	eV
energy above the lowest of the compared OMol25 structures with the same formula, charge and spin	0.0	kcal/mol
expectation value of S²	2.465

No. 10
Formula: H14O7
Source: OMol25
Level of theory: the ωB97M-V functional and the def2-TZVPD basis

CARTESIAN COORDINATES (ANGSTROEM)
O1 0.811 3.780 -1.439
O2 0.435 -3.582 -1.258
O3 -0.584 -0.032 -0.346
O4 -0.977 -0.745 2.585
O5 -6.266 -0.287 -0.275
O6 2.248 4.180 0.886
O7 3.798 -3.321 0.179
H1 -0.220 -2.949 -1.573
H2 -0.924 -1.431 3.260
H3 0.328 -0.193 -0.078
H4 -1.036 0.182 0.477
H5 -5.311 -0.158 -0.301
H6 3.151 3.844 0.914
H7 4.573 -2.751 0.124
H8 -6.619 0.601 -0.146
H9 1.269 -3.100 -1.305
H10 -0.583 -1.152 1.805
H11 0.153 3.252 -0.973
H12 0.683 3.550 -2.366
H13 3.327 -3.156 -0.646
H14 1.745 3.468 0.474

HOMO energy	-11.094	eV
energy above the lowest of the compared OMol25 structures with the same formula, charge and spin	55.3	kcal/mol

No. 11
Formula: C5H13N2
Source: OMol25
Level of theory: the ωB97M-V functional and the def2-TZVPD basis

CARTESIAN COORDINATES (ANGSTROEM)
N1 3.122 0.246 -0.717
N2 1.100 0.217 1.139
C1 0.844 0.645 -0.190
C2 -1.489 -0.401 0.340
C3 -0.664 0.652 -0.496
C4 1.812 0.292 -1.115
C5 -2.895 -0.865 0.089
H1 0.322 -0.522 1.202
H2 -1.561 0.056 1.378
H3 -3.282 0.165 -0.235
H4 0.728 0.933 1.858
H5 3.700 -0.574 -0.950
H6 2.172 0.004 1.221
H7 -1.082 1.611 -0.124
H8 -3.316 -1.260 1.023
H9 3.638 1.021 -0.465
H10 -0.770 -1.319 0.476
H11 1.584 0.104 -2.153
H12 -2.877 -1.549 -0.789
H13 -1.085 0.543 -1.492

2S+1	2
HOMO energy (spin up / spin down)	-3.456 / -7.295	eV
energy above the lowest of the compared OMol25 structures with the same formula, charge and spin	87.1	kcal/mol
expectation value of S²	0.756

No. 12
Formula: C5H14N2S
Source: OMol25
Level of theory: the ωB97M-V functional and the def2-TZVPD basis

CARTESIAN COORDINATES (ANGSTROEM)
S1 -0.886 2.597 0.310
N1 0.006 -0.920 -1.736
N2 0.092 -0.139 1.908
C1 1.072 0.282 2.867
C2 -0.301 1.337 -0.869
C3 -0.313 -0.173 -0.554
C4 -1.051 -1.230 -2.659
C5 0.634 -0.537 0.595
H1 0.791 -1.616 0.622
H2 1.569 1.225 2.590
H3 -1.670 -2.038 -2.277
H4 0.871 -0.678 -2.191
H5 -1.329 -0.437 -0.248
H6 0.722 1.602 -1.141
H7 1.577 0.004 0.451
H8 -0.624 -1.527 -3.622
H9 -0.600 2.001 1.467
H10 -0.471 -0.899 2.269
H11 0.613 0.394 3.851
H12 -1.695 -0.369 -2.901
H13 1.952 -0.389 2.984
H14 -0.960 1.511 -1.715

HOMO energy	-8.406	eV
energy above the lowest of the compared OMol25 structures with the same formula, charge and spin	13.3	kcal/mol

No. 13
Formula: C37H38Cl3N3O2P2STi
Source: OMol25
Level of theory: the ωB97M-V functional and the def2-TZVPD basis

CARTESIAN COORDINATES (ANGSTROEM)
Ti1 -0.237 0.086 -0.900
Cl1 -0.479 -0.746 -3.259
Cl2 -0.900 -3.558 -3.988
Cl3 -2.199 -1.463 -0.525
S1 0.001 0.317 1.579
P1 2.479 0.536 -0.796
P2 -2.566 1.245 -0.871
O1 0.337 -3.822 -1.032
O2 0.561 -1.584 -0.918
N1 -1.380 -1.625 2.710
N2 0.102 2.096 -1.497
N3 0.722 -2.248 2.055
C1 3.257 3.097 2.288
C2 3.857 0.470 1.654
C3 3.156 1.250 0.735
C4 -5.767 0.248 -4.032
C5 -3.515 0.794 -3.404
C6 -0.137 4.361 -1.635
C7 5.084 -0.481 -1.150
C8 2.550 1.865 -2.037
C9 0.198 -2.740 -1.591
C10 -2.128 -3.989 2.284
C11 -3.875 0.806 -2.057
C12 -0.163 -2.452 -2.907
C13 3.300 -1.708 -2.197
C14 -3.295 1.330 0.803
C15 -4.638 0.443 2.609
C16 -2.869 2.347 1.658
C17 1.219 4.041 -1.906
C18 3.718 -0.660 -1.378
C19 6.008 -1.357 -1.697
C20 3.075 -2.410 2.721
C21 -4.450 0.511 -4.384
C22 -0.787 3.182 -1.420
C23 3.962 2.316 3.191
C24 1.325 2.684 -1.833
C25 -4.175 0.368 1.302
C26 4.229 -2.582 -2.746
C27 -3.317 2.410 2.969
C28 -0.231 -1.337 2.106
C29 2.850 2.570 1.071
C30 4.259 0.999 2.871
C31 -5.201 0.571 -1.715
C32 -1.721 -2.920 3.291
C33 -2.262 2.989 -1.323
C34 2.101 -2.076 1.604
C35 5.580 -2.414 -2.490
C36 -4.208 1.463 3.448
C37 -6.140 0.289 -2.698
H1 3.883 -3.395 -3.370
H2 2.967 -1.722 3.561
H3 2.024 4.722 -2.136
H4 -2.300 -4.932 2.805
H5 7.063 -1.208 -1.508
H6 -2.735 3.687 -0.633
H7 3.014 4.124 2.530
H8 -0.868 -3.250 3.891
H9 -2.730 3.150 -2.296
H10 -2.496 1.013 -3.696
H11 4.807 0.378 3.568
H12 -4.564 1.515 4.469
H13 -2.118 -0.950 2.570
H14 2.201 -1.040 1.295
H15 2.250 -1.861 -2.414
H16 -2.530 -2.734 3.998
H17 4.275 2.729 4.141
H18 -2.146 3.078 1.322
H19 4.099 -2.348 2.350
H20 -6.499 0.020 -4.795
H21 2.923 -3.428 3.085
H22 -7.168 0.104 -2.416
H23 2.241 -2.712 0.732
H24 -5.522 0.617 -0.684
H25 -1.374 -4.147 1.511
H26 -5.335 -0.303 2.970
H27 2.560 1.369 -3.012
H28 0.444 -3.206 2.208
H29 4.103 -0.558 1.419
H30 -4.149 0.495 -5.423
H31 -4.482 -0.458 0.676
H32 6.303 -3.101 -2.913
H33 -2.959 3.199 3.617
H34 -3.043 -3.704 1.767
H35 2.281 3.190 0.390
H36 5.434 0.347 -0.547
H37 3.455 2.469 -1.952
H38 -0.595 5.338 -1.644

HOMO energy	-6.512	eV
energy above the lowest of the compared OMol25 structures with the same formula, charge and spin	16.8	kcal/mol

No. 14
Formula: C7H15N4
Source: OMol25
Level of theory: the ωB97M-V functional and the def2-TZVPD basis

CARTESIAN COORDINATES (ANGSTROEM)
N1 -3.416 -0.552 -0.043
N2 2.896 2.063 0.746
N3 1.417 0.185 0.530
N4 -5.651 0.026 -0.372
C1 -4.455 0.091 0.216
C2 2.765 -1.603 0.196
C3 -0.824 -0.683 -0.446
C4 2.309 -0.616 1.280
C5 2.113 1.268 -0.155
C6 2.137 1.306 -1.448
C7 0.293 -0.271 0.063
H1 1.604 0.593 -2.007
H2 2.490 2.036 -2.144
H3 -3.636 -1.139 -0.865
H4 1.717 -1.184 2.107
H5 1.893 -2.117 -0.244
H6 -4.424 0.903 0.940
H7 -6.008 -0.839 -0.767
H8 -6.419 0.681 -0.204
H9 3.267 -2.419 0.754
H10 3.367 2.752 0.265
H11 -1.755 -0.478 0.127
H12 2.514 2.245 1.605
H13 3.414 -1.015 -0.465
H14 -0.831 -1.154 -1.398
H15 3.223 -0.079 1.731

charge	+1
HOMO energy	-12.652	eV
energy above the lowest of the compared OMol25 structures with the same formula, charge and spin	84.3	kcal/mol